Record 1
{
  "formula": "C6H7F3N2",
  "method": "wB97M-V/def2-TZVPD",
  "elements": ["C", "C", "C", "C", "C", "C", "N", "N", "F", "F", "F", "H", "H", "H", "H", "H", "H", "H"],
  "positions_angstrom": [[-1.96683, 0.46611, -1.89257], [-0.76759, -0.09912, -1.54451], [-1.72472, 0.90229, 0.16562], [0.82939, -1.75620, 0.49002], [0.22935, -0.38538, 0.76573], [1.74060, 0.84414, 0.94118], [-2.51726, 1.12823, -0.84865], [-0.65814, 0.15112, -0.18456], [2.42687, 0.49288, 2.06557], [2.51025, 1.01810, -0.09553], [1.08148, 1.93481, 1.30043], [-2.49025, 0.62619, -2.94129], [0.10561, -0.65830, -2.14692], [-1.77718, 1.44808, 1.05952], [1.68263, -1.88183, 1.12433], [0.03931, -2.52923, 0.31788], [1.21846, -1.58506, -0.45041], [0.03801, -0.11684, 1.87417]],
  "atomic_forces_ev_per_a": [[-0.7, 0.8, -3.2], [1.8, -1.7, -1.4], [-0.5, 0.5, -1.3], [-2.1, 1.0, 0.1], [4.3, 2.3, 2.6], [-3.9, -3.2, 1.3], [-0.3, 0.0, 0.7], [0.1, -0.3, 0.4], [0.4, -0.2, -1.0], [0.6, 0.3, -0.2], [0.2, 1.3, -0.6], [1.5, -0.8, 2.3], [-2.6, 1.4, 1.6], [-0.1, 0.1, 1.4], [0.0, -0.8, 0.7], [0.9, 0.3, 0.9], [1.2, -0.2, -2.3], [-0.8, -0.8, -2.1]],
  "orbital_gap_ev": 9.894,
  "relative_energy_kcal_mol": 43.0,
  "e_lumo_ev": 0.77,
  "e_homo_ev": -9.1,
  "e_tot_ev": -17466.1920
}

---

Record 2
{
  "formula": "C6H7F3N3",
  "method": "wB97M-V/def2-TZVPD",
  "elements": ["C", "C", "C", "C", "C", "C", "N", "N", "N", "F", "F", "F", "H", "H", "H", "H", "H", "H", "H"],
  "positions_angstrom": [[2.21716, 1.21742, 0.54987], [0.85222, 1.02105, 0.24427], [0.86334, -0.34780, -0.02309], [-1.03487, -1.90296, -0.35794], [-0.24943, 1.96770, 0.24358], [4.24733, -0.25129, 0.08547], [1.93637, -1.01763, 0.05573], [2.84228, -0.02255, 0.30329], [-0.72662, -2.95080, -1.05005], [4.58739, -1.29665, 0.81009], [4.91158, 0.88287, 0.46658], [4.52476, -0.57156, -1.23605], [2.78632, 2.00303, 0.96252], [-1.88896, -1.36638, -0.09087], [-0.93053, 1.67080, -0.45547], [-0.69531, 2.09696, 1.21104], [0.11322, 2.95512, 0.14475], [-1.28667, -3.53469, -1.62418], [0.30668, -3.18248, -1.05847]],
  "atomic_forces_ev_per_a": [[-1.2, -2.9, -1.6], [1.9, 0.0, 1.0], [-2.3, -2.4, 0.1], [4.9, 0.7, -1.0], [1.1, 0.7, 2.2], [0.4, -0.1, -0.7], [1.0, 0.4, -0.8], [-0.8, 1.2, 0.5], [2.0, 2.2, 1.8], [0.6, 0.2, 0.0], [-0.8, -1.8, -0.8], [-0.5, 1.0, 2.2], [0.3, 1.0, -0.1], [-1.9, -0.1, -0.1], [-2.0, -0.2, -1.9], [-0.6, -0.7, 0.7], [0.4, 1.1, -1.1], [-1.2, -0.7, -0.2], [-1.4, 0.4, -0.2]],
  "orbital_gap_ev": [7.849, 7.848],
  "total_charge": 1,
  "relative_energy_kcal_mol": 75.2,
  "e_lumo_ev": [-5.79, -5.80],
  "e_homo_ev": [-13.6, -13.6],
  "e_tot_ev": -18946.0785
}

---

Record 3
{
  "formula": "C6H7FN2O2S",
  "method": "wB97M-V/def2-TZVPD",
  "elements": ["F", "C", "C", "C", "S", "C", "N", "N", "H", "H", "H", "H", "C", "C", "O", "O", "H", "H", "H"],
  "positions_angstrom": [[-4.83719, 0.04059, -0.62135], [-3.66804, -0.54395, 0.13613], [-2.23644, -0.86133, -0.56847], [-0.98657, -1.50717, 0.26950], [0.69100, -1.92694, -0.46207], [-1.40398, -1.78222, 1.86647], [-2.80838, -1.41185, 2.24277], [-3.84596, -0.85531, 1.57232], [-2.12566, -0.63669, -1.72637], [1.61102, -0.87629, -0.31658], [-0.62928, -2.24859, 2.64501], [-3.03076, -1.63806, 3.26277], [3.78820, 2.38958, -1.44998], [2.69242, 1.54785, -0.81931], [3.04421, 0.86989, 0.18583], [1.56632, 1.63512, -1.38420], [4.73702, 2.27181, -0.91768], [3.93600, 2.08718, -2.49096], [3.50609, 3.44638, -1.42383]],
  "atomic_forces_ev_per_a": [[4.6, -2.3, 3.2], [2.2, -1.3, 1.6], [-0.3, -0.5, 2.1], [-4.0, 1.8, 2.1], [-1.9, -0.2, 0.6], [-1.9, 1.7, -3.9], [3.6, -1.1, -0.6], [1.3, 0.6, -4.6], [-0.1, -0.5, 2.8], [-0.8, 0.8, 0.6], [-2.2, 1.2, -1.7], [0.1, 0.6, -2.0], [0.7, 0.3, 0.0], [-0.4, 0.3, -0.4], [-1.0, -0.8, -0.3], [0.4, -0.7, 0.7], [-0.2, 0.0, -0.1], [-0.1, 0.1, 0.1], [0.0, -0.1, -0.1]],
  "orbital_gap_ev": 3.924,
  "relative_energy_kcal_mol": 202.0,
  "e_lumo_ev": -3.26,
  "e_homo_ev": -7.2,
  "e_tot_ev": -26953.7101
}

---

Record 4
{
  "formula": "C6H7FN6",
  "method": "wB97M-V/def2-TZVPD",
  "elements": ["C", "C", "C", "N", "N", "C", "C", "N", "N", "N", "N", "C", "F", "H", "H", "H", "H", "H", "H", "H"],
  "positions_angstrom": [[-2.39797, -1.99826, -0.67227], [-1.82193, -0.80129, -1.37591], [-0.95262, -0.01647, -0.46314], [-1.52121, 0.79813, 0.46592], [-0.53505, 1.40782, 1.25956], [0.62137, 0.91910, 0.78106], [2.04280, 1.17403, 1.04054], [2.40451, 1.87082, 2.04375], [3.76434, 1.88492, 2.20436], [4.28844, 1.16679, 1.29205], [3.18133, 0.83370, 0.53287], [0.33599, 0.10610, -0.33287], [1.26186, -0.27396, -1.20467], [-2.87103, -2.74712, -1.36538], [-3.20990, -1.74362, 0.12007], [-1.64045, -2.63322, -0.23963], [-1.16973, -1.25773, -2.09650], [-2.56695, -0.22243, -1.95475], [-2.42924, 1.16093, 0.28676], [3.21545, 0.37177, -0.32183]],
  "atomic_forces_ev_per_a": [[-2.8, -1.2, 0.9], [0.3, -0.4, -0.7], [-4.1, 0.3, -1.0], [3.1, -0.3, 1.1], [-0.3, -0.3, -0.7], [-0.8, -0.3, -2.0], [-0.7, 1.9, 2.5], [0.1, 3.0, 4.9], [-1.5, -0.6, -0.1], [-2.1, 0.5, -1.4], [2.3, -2.7, -2.3], [2.4, 0.5, 0.5], [0.7, -0.9, -0.4], [0.1, 1.1, 0.2], [1.5, -0.4, -1.2], [0.5, 0.3, 0.6], [0.5, 0.2, -0.8], [0.3, -0.1, 0.6], [-0.5, 0.6, 0.8], [1.0, -1.2, -1.5]],
  "orbital_gap_ev": 10.317,
  "smiles": "CCc1[nH]nc(-c2nnn[nH]2)c1F",
  "relative_energy_kcal_mol": 11.5,
  "e_lumo_ev": 0.40,
  "e_homo_ev": -9.9,
  "e_tot_ev": -17990.1202
}

---

Record 5
{
  "formula": "C6H7FO",
  "method": "wB97M-V/def2-TZVPD",
  "elements": ["C", "C", "C", "F", "C", "C", "C", "O", "H", "H", "H", "H", "H", "H", "H"],
  "positions_angstrom": [[-0.11022, 2.35687, -0.22828], [0.10392, 0.88864, -0.17433], [0.80041, 0.13778, 0.67667], [1.51772, 0.57544, 1.71261], [0.64792, -1.30702, 0.35225], [-0.76225, -1.81781, 0.38968], [-0.22855, -1.22293, -0.86258], [-0.49162, 0.13215, -1.15860], [-1.16299, 2.62614, -0.07091], [0.20653, 2.76235, -1.21235], [0.48518, 2.84300, 0.55891], [1.49869, -1.98616, 0.45584], [-0.91192, -2.90412, 0.35560], [-1.50225, -1.29453, 0.97591], [-0.09057, -1.78981, -1.77041]],
  "atomic_forces_ev_per_a": [[0.2, 0.4, -0.2], [0.1, 0.3, 0.2], [-0.5, -0.5, -0.5], [0.2, 0.1, 0.3], [1.0, 0.1, 0.4], [-0.6, -0.8, 0.1], [0.0, 0.1, -0.5], [-0.1, 0.2, 0.1], [0.2, -0.1, -0.1], [-0.2, -0.2, 0.5], [-0.2, -0.2, -0.3], [-0.3, 0.3, -0.1], [0.2, 0.5, 0.0], [0.0, 0.2, 0.0], [0.0, -0.2, 0.1]],
  "orbital_gap_ev": 9.280,
  "smiles": "CC1=C(F)[C@H]2C[C@H]2O1",
  "relative_energy_kcal_mol": 32.8,
  "e_lumo_ev": 1.05,
  "e_homo_ev": -8.2,
  "e_tot_ev": -11098.6085
}

---

Record 6
{
  "formula": "C6H7FS",
  "method": "wB97M-V/def2-TZVPD",
  "elements": ["F", "C", "C", "C", "C", "C", "C", "S", "H", "H", "H", "H", "H", "H", "H"],
  "positions_angstrom": [[1.73845, -1.05858, 0.48447], [0.17874, -1.24922, 0.53514], [-0.17179, -1.38922, -0.86124], [-0.53657, -0.34351, -1.53809], [-0.72811, 0.80359, -0.64687], [0.63386, 1.16173, 0.01247], [-0.30741, 0.26266, 0.67313], [-0.84383, 0.98410, 2.20662], [-0.16301, -2.19880, 1.12035], [0.06866, -2.32050, -1.40979], [-1.14928, -0.31737, -2.51506], [-1.50933, 1.65653, -0.91800], [0.92522, 2.20857, 0.51593], [1.49266, 0.72076, -0.46333], [0.37174, 1.07926, 2.80426]],
  "atomic_forces_ev_per_a": [[-2.5, -1.7, 1.1], [1.2, 1.4, -0.5], [1.5, -4.1, -2.3], [-3.7, 1.7, -2.0], [-0.4, 3.0, -0.3], [1.3, 3.1, -0.5], [0.6, -0.7, 2.9], [-0.6, -0.3, 0.7], [1.2, 2.3, -0.3], [-0.4, 0.3, 0.6], [2.0, -0.3, 1.2], [1.6, -2.2, 1.1], [-1.2, -2.4, -1.3], [-0.1, 0.1, -0.1], [-0.3, -0.1, -0.4]],
  "orbital_gap_ev": 9.756,
  "smiles": "F[C@@H]1C=C[C@@H]2C[C@]12S",
  "relative_energy_kcal_mol": 75.6,
  "e_lumo_ev": 0.70,
  "e_homo_ev": -9.1,
  "e_tot_ev": -19884.5631
}